{"formula": "C27H29ClCoP", "method": "ωB97M-V/def2-TZVPD", "species": ["C", "C", "C", "H", "C", "C", "H", "H", "H", "H", "Co", "Cl", "P", "C", "C", "H", "C", "H", "C", "H", "C", "H", "C", "H", "C", "C", "H", "C", "H", "C", "H", "C", "H", "C", "H", "C", "C", "H", "C", "H", "C", "H", "C", "H", "C", "H", "C", "C", "C", "C", "H", "H", "H", "H", "H", "H", "H", "H", "H"], "xyz": [[-0.78592, -1.80161, 3.65926], [-0.67375, -2.11752, 2.27001], [0.71810, -2.32062, 1.97433], [-1.49782, -2.23318, 1.57420], [1.45948, -2.12315, 3.19038], [0.53019, -1.79726, 4.22894], [0.77456, -1.64214, 5.27962], [-1.71412, -1.64033, 4.19831], [1.12370, -2.62227, 1.01431], [2.52979, -2.24776, 3.31785], [0.38743, -0.52537, 2.73722], [1.69897, 0.68736, 1.46945], [0.36646, -0.14306, -1.43297], [1.45869, -1.21099, -2.44468], [1.03157, -1.92948, -3.57300], [-0.01243, -1.89619, -3.88628], [1.95086, -2.68545, -4.30479], [1.61335, -3.22928, -5.19024], [3.29045, -2.74411, -3.90864], [4.00542, -3.33666, -4.48375], [3.71569, -2.04611, -2.76901], [4.76209, -2.08477, -2.46081], [2.80360, -1.29870, -2.02604], [3.11647, -0.77040, -1.12312], [-1.27971, -0.56639, -2.11729], [-1.91007, -1.70456, -1.56739], [-1.40780, -2.26963, -0.77928], [-3.15544, -2.10680, -2.04466], [-3.63430, -2.99343, -1.62429], [-3.78805, -1.37883, -3.06309], [-4.76295, -1.69971, -3.43686], [-3.17246, -0.24234, -3.59601], [-3.65945, 0.32752, -4.39068], [-1.92791, 0.17574, -3.11637], [-1.46236, 1.07222, -3.52736], [0.67195, 1.49913, -2.19133], [1.38403, 1.69929, -3.38499], [1.82091, 0.85271, -3.91591], [1.52708, 2.98985, -3.90186], [2.06844, 3.13515, -4.83981], [0.98285, 4.08662, -3.22712], [1.09825, 5.09364, -3.63422], [0.29236, 3.89391, -2.02216], [-0.13893, 4.74572, -1.49315], [0.15277, 2.61159, -1.49570], [-0.35687, 2.45459, -0.54399], [0.31120, 1.74742, 5.53071], [-0.95617, 1.22127, 4.84738], [-2.12550, 2.16772, 5.13008], [-0.74612, 1.04493, 3.34994], [0.58304, 2.72272, 5.10301], [1.15604, 1.06145, 5.39301], [0.13811, 1.88965, 6.60660], [-1.20169, 0.23073, 5.27222], [-1.92726, 3.16681, 4.72618], [-3.04475, 1.79439, 4.67093], [-2.28441, 2.27579, 6.20701], [-1.70499, 0.86410, 2.83652], [-0.19266, 1.89603, 2.92939]], "atomic_forces_ev_per_a": [[-0.660, -1.977, 1.029], [-0.019, -1.645, 0.078], [-0.076, -2.368, 0.655], [0.226, 0.227, 0.102], [-0.140, -2.353, 0.279], [-0.157, -1.889, 0.845], [-0.059, 0.138, -0.443], [0.269, 0.088, -0.172], [-0.032, 0.414, 0.160], [-0.243, 0.312, -0.134], [1.861, 7.878, -3.161], [0.703, 0.256, -0.016], [-0.164, -0.133, -0.097], [0.211, -0.289, -0.103], [0.427, 0.093, 0.134], [0.276, 0.051, 0.081], [0.107, -0.025, 0.137], [0.143, 0.137, 0.278], [-0.095, 0.165, 0.122], [-0.222, 0.199, 0.175], [-0.131, -0.083, -0.140], [-0.300, -0.043, -0.084], [-0.361, -0.114, -0.404], [-0.047, -0.088, -0.235], [-0.292, -0.070, -0.094], [-0.070, 0.486, -0.504], [-0.119, 0.137, -0.214], [-0.011, 0.090, -0.132], [0.095, 0.263, -0.143], [0.189, 0.023, 0.077], [0.312, 0.101, 0.119], [-0.039, -0.099, 0.166], [0.098, -0.193, 0.263], [-0.148, -0.442, 0.149], [-0.073, -0.271, 0.105], [0.116, 0.361, 0.037], [-0.283, 0.248, 0.231], [-0.160, 0.198, 0.144], [-0.015, 0.072, 0.138], [-0.155, -0.010, 0.309], [-0.096, -0.197, 0.113], [-0.040, -0.324, 0.120], [0.098, -0.055, -0.178], [0.181, -0.217, -0.148], [0.227, -0.207, -0.470], [0.098, 0.046, -0.220], [-0.090, -0.029, 0.015], [0.208, -0.248, 0.003], [-0.085, 0.020, -0.062], [-1.740, 1.671, 1.335], [0.013, -0.211, 0.080], [-0.096, 0.160, 0.035], [0.107, -0.071, -0.234], [-0.003, 0.372, 0.034], [0.011, -0.120, -0.007], [0.013, 0.069, 0.085], [-0.035, -0.045, -0.068], [0.372, -0.039, -0.072], [-0.103, -0.418, -0.103]], "mulliken_charge": [-0.945, 0.109, -0.267, 0.437, -0.652, -0.268, 0.487, 0.561, 0.517, 0.470, -0.028, -0.490, 0.579, -0.133, -0.036, 0.331, -0.574, 0.385, -0.472, 0.357, -0.497, 0.390, -0.323, 0.404, -0.098, -0.258, 0.363, -0.628, 0.397, -0.499, 0.357, -0.590, 0.390, -0.077, 0.325, -0.032, -0.085, 0.305, -0.593, 0.386, -0.488, 0.356, -0.559, 0.389, -0.277, 0.329, -1.495, 0.998, -1.631, -0.883, 0.347, 0.290, 0.398, 0.067, 0.344, 0.390, 0.416, 0.356, 0.644], "s_squared": 6.019, "spin_multiplicity": 5, "gap_ev": [7.79, 5.89]}